[1]
C5H7FO3 in the gas phase at a distorted geometry. Source: OMol25; level of theory: ωB97M-V/def2-TZVPD.

Last column: Mulliken charge in e.
CARTESIAN COORDINATES (ANGSTROEM)
O -1.107508 1.687738 -0.356545  -0.541
C -0.054538 0.885823 -0.757811  0.025
C -0.658582 -0.447582 -1.005336  -0.745
C -0.892455 -1.300572 0.149869  -0.308
C -0.489362 -0.936481 1.353140  -0.272
O 0.372549 0.117002 1.537701  -0.381
C 0.968377 0.591929 0.305476  0.492
O 1.874544 -0.301698 -0.215312  -0.539
F 1.683180 1.692979 0.805106  -0.366
H -0.787922 2.496670 0.061803  0.343
H 0.526447 1.326595 -1.549538  0.438
H -0.050707 -1.044616 -1.633214  0.341
H -1.524959 -0.118922 -1.442431  0.405
H -1.552917 -2.181542 0.136138  0.320
H -0.723691 -1.627014 2.150382  0.419
H 2.417544 -0.840310 0.460573  0.368

Cartesian forces, eV/Å:
O -0.377 0.993 0.603
C 1.393 -0.070 1.405
C 1.134 -0.762 -0.791
C -1.394 -0.124 1.618
C 0.425 -0.796 -0.761
O 0.175 0.005 -0.498
C 1.355 -0.287 3.143
O 0.911 -1.037 0.884
F -0.799 -0.324 -0.807
H 0.037 -0.061 -0.046
H -0.045 -0.044 -0.932
H 0.481 -0.222 -1.439
H -2.556 -0.217 -1.594
H 0.422 0.529 -0.465
H 0.406 0.718 0.804
H -1.567 1.697 -1.126

As for the molar mass: 134.1 g mol⁻¹. Its highest occupied orbital energy is -9.06 eV. The value obtained for the lowest unoccupied orbital energy is 0.02707 hartree. The calculation puts the frontier orbital gap at 9.794 eV. The SMILES is O[C@@H]1CC=CO[C@]1(O)F. Its energy relative to the best compared isomer or geometry (same formula, charge and spin) is 0.0 kJ/mol.

---

[2]
C5H7FS2 in the gas phase at a distorted geometry. Source: OMol25; level of theory: ωB97M-V/def2-TZVPD.

Last column: Mulliken charge in e.
CARTESIAN COORDINATES (ANGSTROEM)
C -3.587430 -0.235193 0.374325  -0.602
C -2.274101 0.022332 0.501336  0.042
S -1.061531 -0.911718 -0.166321  -0.150
C 0.291562 0.097549 -0.554623  0.369
S 0.219809 1.683257 -0.255822  -0.293
C 1.485980 -0.535850 -0.979193  -0.653
C 2.489257 -0.830004 0.182586  -0.189
F 2.714072 0.043224 1.197425  -0.249
H -4.262527 0.552814 0.865613  0.215
H -3.930146 -1.065871 -0.233293  0.266
H -2.050928 1.115540 0.902679  0.180
H 1.865348 0.188514 -1.711847  0.347
H 1.320228 -1.584799 -1.294835  0.267
H 3.495173 -1.049086 -0.327549  0.246
H 2.172140 -2.003751 0.630112  0.204

Cartesian forces, eV/Å:
C 0.277 1.393 0.700
C -1.931 4.274 0.963
S 1.311 -2.392 -0.855
C -2.953 1.665 1.947
S 0.308 0.891 -0.233
C 1.957 -1.102 0.204
C 1.170 -4.472 -0.394
F -0.627 0.162 -0.342
H 0.708 -1.731 -1.005
H -0.394 0.033 0.379
H 0.176 -2.711 -0.510
H 0.553 -0.828 -0.090
H 0.071 0.731 -0.719
H -1.316 0.450 0.738
H 0.689 3.637 -0.785

As for the molar mass: 150.2 g mol⁻¹. Its highest occupied orbital energy is -8.62 eV. The value obtained for the lowest unoccupied orbital energy is -0.01365 hartree. The calculation puts the frontier orbital gap at 8.252 eV. The SMILES is C=CSC(=S)CCF. Its energy relative to the best compared isomer or geometry (same formula, charge and spin) is 218.2 kJ/mol.

---

Copy entry 1 word for word.
C5H7FO3 in the gas phase at a distorted geometry. Source: OMol25; level of theory: ωB97M-V/def2-TZVPD.

Last column: Mulliken charge in e.
CARTESIAN COORDINATES (ANGSTROEM)
O -1.107508 1.687738 -0.356545  -0.541
C -0.054538 0.885823 -0.757811  0.025
C -0.658582 -0.447582 -1.005336  -0.745
C -0.892455 -1.300572 0.149869  -0.308
C -0.489362 -0.936481 1.353140  -0.272
O 0.372549 0.117002 1.537701  -0.381
C 0.968377 0.591929 0.305476  0.492
O 1.874544 -0.301698 -0.215312  -0.539
F 1.683180 1.692979 0.805106  -0.366
H -0.787922 2.496670 0.061803  0.343
H 0.526447 1.326595 -1.549538  0.438
H -0.050707 -1.044616 -1.633214  0.341
H -1.524959 -0.118922 -1.442431  0.405
H -1.552917 -2.181542 0.136138  0.320
H -0.723691 -1.627014 2.150382  0.419
H 2.417544 -0.840310 0.460573  0.368

Cartesian forces, eV/Å:
O -0.377 0.993 0.603
C 1.393 -0.070 1.405
C 1.134 -0.762 -0.791
C -1.394 -0.124 1.618
C 0.425 -0.796 -0.761
O 0.175 0.005 -0.498
C 1.355 -0.287 3.143
O 0.911 -1.037 0.884
F -0.799 -0.324 -0.807
H 0.037 -0.061 -0.046
H -0.045 -0.044 -0.932
H 0.481 -0.222 -1.439
H -2.556 -0.217 -1.594
H 0.422 0.529 -0.465
H 0.406 0.718 0.804
H -1.567 1.697 -1.126

As for the molar mass: 134.1 g mol⁻¹. Its highest occupied orbital energy is -9.06 eV. The value obtained for the lowest unoccupied orbital energy is 0.02707 hartree. The calculation puts the frontier orbital gap at 9.794 eV. The SMILES is O[C@@H]1CC=CO[C@]1(O)F. Its energy relative to the best compared isomer or geometry (same formula, charge and spin) is 0.0 kJ/mol.